{
  "formula": "C37H72N2O19",
  "method": "ωB97M-V/def2-TZVPD",
  "de_lowest_ev": 0.000,
  "charge": 0,
  "orbital_gap_ha": 0.2875,
  "max_force_ev_per_a": 2.909,
  "species": ["C", "C", "C", "O", "C", "N", "H", "H", "H", "H", "H", "H", "H", "H", "H", "H", "H", "H", "C", "C", "O", "H", "H", "H", "H", "H", "C", "O", "C", "C", "O", "C", "H", "H", "H", "H", "H", "H", "H", "H", "H", "H", "C", "O", "C", "C", "O", "C", "H", "H", "H", "H", "H", "H", "H", "H", "H", "H", "C", "O", "C", "C", "O", "C", "H", "H", "H", "H", "H", "H", "H", "H", "H", "H", "C", "O", "C", "C", "O", "C", "H", "H", "H", "H", "H", "H", "H", "H", "H", "H", "C", "O", "N", "C", "C", "H", "H", "H", "H", "H", "H", "H", "C", "C", "C", "O", "C", "C", "C", "O", "O", "O", "H", "H", "H", "H", "C", "C", "C", "O", "C", "C", "C", "O", "O", "O", "H", "H", "H", "H"],
  "coordinates": [[-4.834132, 1.391886, 1.603065], [-4.921192, 1.801677, 0.168993], [-5.981231, 2.810825, -0.116907], [-6.033934, 2.964121, -1.526309], [-6.898837, 4.002440, -1.929443], [-3.621652, 2.253548, -0.422002], [-3.786989, 2.323520, -1.433381], [-3.356529, 3.205387, -0.128693], [-2.815436, 1.630128, -0.155720], [-5.828131, 1.085038, 1.948832], [-4.517142, 2.186306, 2.285437], [-4.239949, 0.510935, 1.854916], [-5.150874, 0.910141, -0.422265], [-5.697287, 3.776504, 0.342385], [-6.928638, 2.494824, 0.332997], [-7.069130, 3.986927, -3.000278], [-6.550671, 5.014992, -1.674086], [-7.861474, 3.899049, -1.407715], [0.438795, -0.685578, -0.015213], [-0.946241, -0.166749, -0.419326], [-1.645424, 0.431564, 0.620795], [0.951746, 0.149223, 0.481362], [1.140138, -0.905374, -0.825676], [0.320551, -1.506857, 0.689540], [-1.457882, -1.060244, -0.855607], [-0.920324, 0.496740, -1.309154], [0.789167, 4.240001, -5.914357], [1.691430, 4.140970, -4.846800], [1.249515, 3.292908, -3.829682], [2.004241, 3.562105, -2.546741], [1.591678, 4.745061, -1.879027], [0.563287, 4.540136, -0.923590], [1.350819, 4.694145, -6.726643], [-0.123581, 4.806552, -5.668549], [0.388835, 3.276090, -6.267082], [1.322316, 2.229031, -4.104542], [0.170363, 3.445922, -3.621229], [3.037509, 3.743199, -2.866585], [2.076129, 2.682603, -1.901661], [-0.283679, 3.995845, -1.367983], [0.185234, 5.535933, -0.679185], [0.951771, 4.025244, -0.044733], [0.652272, -6.085481, 5.720769], [-0.214655, -5.651012, 4.751796], [-0.662777, -6.636733, 3.885965], [-1.421549, -6.029558, 2.740057], [-0.540304, -5.379354, 1.875173], [-1.188412, -4.489454, 0.970733], [1.025824, -5.217581, 6.263025], [1.419300, -6.752200, 5.320952], [0.154978, -6.624750, 6.552151], [-1.372783, -7.291094, 4.419942], [0.146956, -7.285701, 3.519755], [-2.047711, -5.255416, 3.209171], [-2.014881, -6.803532, 2.246149], [-1.409748, -3.526159, 1.451097], [-2.126641, -4.929557, 0.619007], [-0.458504, -4.343448, 0.178190], [4.242821, 2.257433, -0.227728], [4.716791, 1.816554, -1.494089], [5.895689, 2.492813, -1.839372], [6.492738, 1.910549, -3.103277], [5.601547, 1.770522, -4.167060], [5.199059, 2.986553, -4.811767], [3.492324, 1.498582, 0.000511], [3.913596, 3.297719, -0.219872], [4.969947, 2.092005, 0.583124], [6.642066, 2.384501, -1.037476], [5.716518, 3.574986, -1.967623], [6.792815, 0.870204, -2.922223], [7.452242, 2.361218, -3.396885], [6.016294, 3.422124, -5.403232], [4.796528, 3.714326, -4.098724], [4.395443, 2.692736, -5.488267], [-1.539356, -3.134826, -5.958170], [-2.616920, -3.023144, -5.061450], [-2.409181, -2.061450, -4.083938], [-3.550344, -1.980179, -3.129698], [-3.702538, -3.183365, -2.476591], [-4.489128, -3.179931, -1.297917], [-1.897972, -3.581655, -6.884708], [-0.731623, -3.773746, -5.568164], [-1.055233, -2.180753, -6.216972], [-2.133835, -1.056543, -4.444297], [-1.514708, -2.294927, -3.467192], [-4.446319, -1.599796, -3.664196], [-3.413938, -1.140112, -2.421101], [-5.142414, -4.032307, -1.486134], [-4.998186, -2.244620, -1.079313], [-3.849119, -3.469344, -0.461036], [5.334663, -3.510726, -1.683965], [6.456858, -3.168959, -2.002332], [4.426603, -2.756406, -1.014500], [3.162844, -3.295932, -0.585569], [4.679972, -1.362420, -0.667680], [4.966574, -4.535913, -1.872750], [2.993311, -4.348486, -0.810264], [2.302959, -2.742351, -0.969309], [3.139893, -3.257672, 0.511765], [4.596971, -1.199244, 0.411754], [5.732138, -1.141738, -0.843393], [4.038675, -0.739198, -1.286740], [0.446792, 2.566641, 2.444487], [-0.729953, 2.890394, 2.996229], [-0.804000, 3.576588, 4.339504], [-1.801138, 3.555014, 5.003632], [0.477521, 4.095019, 4.831359], [1.621175, 3.902273, 4.198920], [1.712474, 3.002435, 3.003140], [2.757831, 2.873665, 2.431918], [2.728589, 4.436342, 4.632525], [-1.912180, 2.565249, 2.477686], [0.402794, 2.023939, 1.509184], [0.460281, 4.809536, 5.647748], [3.520706, 4.040986, 4.241087], [-1.794454, 1.944637, 1.698707], [-0.907065, -2.776884, 5.610773], [0.322733, -2.293195, 5.627296], [0.769333, -1.317102, 4.588317], [1.902931, -0.848540, 4.621569], [-0.210726, -0.906799, 3.590271], [-1.462277, -1.397982, 3.573387], [-1.844231, -2.491866, 4.525467], [-2.875428, -3.061251, 4.456633], [-2.395257, -1.068254, 2.711746], [1.234574, -2.638674, 6.537454], [-1.180285, -3.489603, 6.376963], [0.104458, -0.059703, 2.991164], [-2.004001, -0.434272, 2.030137], [2.087195, -2.301314, 6.188474]],
  "forces_ev_per_a": [[-0.3, -0.2, 1.5], [0.2, -1.4, -0.2], [0.3, 1.0, -0.2], [0.1, 0.0, 0.1], [-0.8, 0.6, 0.5], [0.0, 1.1, -0.3], [0.4, -0.2, 0.2], [-0.2, -0.3, 0.2], [0.4, -1.0, 0.2], [-0.1, 0.3, -0.2], [0.1, 0.1, -0.2], [0.4, 0.2, -0.6], [-0.1, 0.0, 0.0], [-0.2, -0.1, 0.0], [0.0, 0.0, -0.3], [0.2, -0.4, -0.1], [0.4, -0.3, 0.1], [0.0, -0.1, -0.3], [0.2, 1.5, 0.2], [-0.1, -0.9, -1.0], [-0.7, 0.9, 0.3], [0.0, -0.2, 0.4], [-0.5, -0.4, -0.2], [0.2, -0.1, -0.1], [-0.3, 0.2, 0.5], [0.5, 0.2, 0.2], [-0.4, -0.2, -0.4], [0.0, 0.0, 0.1], [-1.2, -0.5, 0.9], [1.1, 0.3, -0.6], [-0.2, -0.3, 0.1], [0.0, 0.4, -0.7], [-0.3, 0.2, -0.1], [0.4, 0.3, 0.1], [0.5, -0.2, 0.1], [0.3, 0.1, -0.1], [0.1, 0.1, -0.2], [-0.1, 0.0, 0.2], [-0.4, 0.0, 0.2], [0.1, -0.2, 0.1], [0.1, -0.1, 0.3], [-0.1, -0.1, 0.1], [0.1, -0.5, 1.8], [-0.3, 1.0, -0.8], [-0.6, -1.1, -0.1], [0.0, 0.9, 1.0], [0.3, 0.1, -0.7], [0.4, -0.3, 0.6], [0.5, 0.1, -0.5], [0.3, 0.2, 0.0], [-0.2, -0.3, -0.5], [0.1, -0.1, 0.0], [0.1, 0.2, 0.0], [-0.5, -0.3, -0.2], [-0.1, 0.1, -0.2], [0.0, -0.1, 0.0], [0.1, 0.1, -0.3], [-0.3, 0.1, -0.3], [0.1, -1.5, 0.1], [0.3, 0.5, 0.3], [0.6, 0.5, -0.3], [0.5, -1.4, 0.1], [-0.5, 0.9, -0.8], [0.0, -0.7, 0.2], [-0.6, 0.7, 0.2], [-0.2, -0.1, -0.1], [0.3, 0.3, -0.3], [0.0, 0.1, -0.1], [-0.1, -0.1, 0.1], [-0.2, 0.1, 0.4], [-0.3, 0.6, 0.1], [0.0, 0.0, 0.2], [0.2, 0.0, -0.1], [0.0, 0.2, 0.0], [0.6, -0.3, -0.3], [-0.2, 0.3, -0.6], [1.7, 0.4, 1.3], [-0.9, 1.6, -0.2], [0.1, 0.0, 0.1], [0.5, -1.3, -0.4], [-0.1, 0.0, 0.1], [-0.2, 0.0, 0.1], [-0.4, 0.1, 0.2], [-0.5, -0.1, -0.6], [-0.1, -0.4, -0.2], [-0.2, -0.8, -0.1], [0.7, -0.2, 0.1], [-0.7, 0.4, 0.6], [-0.2, 0.0, -0.2], [0.0, 0.3, 0.1], [0.2, 0.0, 0.4], [-0.2, 0.1, -0.1], [0.2, -0.2, -0.3], [-0.3, -0.2, 0.9], [0.7, -0.6, 0.0], [-0.1, 0.1, -0.1], [0.5, 0.0, -0.4], [0.2, 0.1, 0.0], [-0.3, 0.2, -0.1], [-0.7, 0.0, -0.1], [-0.1, 0.0, -0.5], [0.1, 0.4, 0.3], [-0.4, -0.3, -0.2], [-0.2, -0.2, 0.1], [1.3, -0.6, 0.0], [-0.9, 0.3, 0.2], [-1.1, 1.2, 0.3], [-0.1, -1.4, -0.3], [-1.6, 1.0, -0.3], [1.6, -0.4, -0.3], [1.5, 0.8, 0.7], [-0.2, -0.3, -0.7], [0.4, -0.1, 0.0], [-0.1, -0.3, 0.2], [-0.2, -0.1, -0.4], [0.4, -0.1, 0.5], [0.0, -0.5, 0.5], [0.4, 0.2, -0.4], [-0.1, 0.6, -0.5], [-0.3, -0.5, 0.3], [0.5, 0.5, 0.5], [0.5, -0.3, -0.4], [2.0, 1.1, 1.2], [-2.5, -1.3, -0.6], [-0.1, 0.5, -0.2], [0.7, 0.1, -0.1], [-0.3, -0.1, -0.2], [-0.1, -0.2, -0.3], [-0.3, -0.2, -0.5], [-0.3, 0.1, 0.3]]
}